# C46H45FN7O4RuS

C46H45FN7O4RuS as an isolated structure (the ωB97M-V functional and the def2-TZVPD basis, the OMol25 dataset).

Positions of all 105 atoms, in Å:
Ru 0.49027 -1.50660 -0.67190
C 0.31547 -1.30224 2.35598
C -0.77309 -0.44095 1.75543
C -1.54883 -1.15788 0.67940
C -1.91680 -0.54182 -0.51358
C -2.85121 -1.07997 -1.39233
C -3.38540 -2.34863 -1.08036
C -3.09059 -2.94511 0.09665
N -2.28750 -2.31321 1.05340
N 1.28121 -1.68628 1.30326
C 2.48331 -0.82831 1.24471
C 3.24001 -1.15655 -0.02476
C 4.59823 -0.96072 -0.16809
C 5.20378 -1.29291 -1.37340
C 4.43263 -1.82438 -2.39138
C 3.07529 -1.99958 -2.18229
N 2.49218 -1.66522 -1.02625
C 1.68285 -3.10617 1.49468
C 0.68849 -4.00975 0.82093
C 0.35638 -5.26494 1.28765
C -0.48295 -6.06276 0.52095
C -0.94909 -5.57968 -0.68812
C -0.60231 -4.29682 -1.08069
N 0.18247 -3.51795 -0.33031
H 0.83159 -0.81923 3.19112
H -0.14333 -2.20995 2.74271
H -1.45652 -0.13445 2.55885
H -0.35643 0.47480 1.33319
H -1.45533 0.41025 -0.73192
H -3.12291 -0.56606 -2.30031
H -4.02528 -2.87219 -1.77669
H -3.48386 -3.90046 0.40904
H 2.15664 0.21252 1.22033
H 3.12432 -0.97186 2.12250
H 5.17558 -0.56263 0.65568
H 6.26712 -1.14715 -1.50782
H 4.86529 -2.10417 -3.34100
H 2.42128 -2.40047 -2.94646
H 2.64643 -3.26000 1.00814
H 1.80758 -3.34179 2.55428
H 0.75831 -5.61720 2.22837
H -0.75563 -7.05283 0.86055
H -1.58390 -6.17950 -1.32484
H -0.93586 -3.85429 -2.00923
F 0.89881 5.31858 0.51787
C 0.70168 4.71275 -0.67062
C 0.75466 3.35107 -0.72283
C 0.60580 2.67968 -1.94066
C 0.64011 1.21803 -1.97638
O 0.85728 0.59596 -0.90486
C 0.43007 0.62557 -3.25500
C 0.28669 1.43577 -4.34361
N 0.27569 2.78328 -4.31611
C 0.08141 3.52425 -5.54650
C 1.21443 4.35763 -6.07455
C 0.82455 3.08812 -6.76936
C 0.40613 3.43649 -3.10364
C 0.31459 4.83197 -3.01916
C 0.46610 5.49501 -1.81511
N 0.36764 6.90651 -1.79143
C 1.23319 7.68213 -2.66892
C 0.40249 8.82165 -3.27311
N -0.71277 9.13991 -2.30823
C -0.22286 9.08317 -0.89117
C 0.10008 7.62007 -0.54627
C 0.40877 -0.87172 -3.55036
O 0.84982 -1.22928 -4.63107
O -0.12363 -1.62150 -2.66023
H 0.93620 2.78423 0.17988
H 0.18493 0.98194 -5.31985
H -0.92985 3.89150 -5.67439
H 2.13870 4.34178 -5.51229
H 0.97225 5.30116 -6.54410
H 1.50136 2.25023 -6.67833
H 0.30044 3.14775 -7.71144
H 0.10284 5.40290 -3.91161
H 1.62798 7.05940 -3.46649
H 2.09205 8.08313 -2.11771
H -0.06513 8.54208 -4.21495
H 0.98328 9.73057 -3.41664
H -1.44294 8.43451 -2.42228
H -1.12150 10.04998 -2.52060
H -0.98849 9.49526 -0.23870
H 0.65450 9.72550 -0.84682
H -0.74733 7.15352 -0.04652
H 0.94283 7.61838 0.14915
C -1.78532 -8.02950 7.44489
C -2.31082 -7.45523 8.73412
O -2.49661 -8.11057 9.71765
S -2.59634 -5.67923 8.90141
C -2.51579 -5.02009 7.25699
C -3.53473 -5.25774 6.33692
C -3.48964 -4.68876 5.07776
C -2.42857 -3.85178 4.72247
C -1.41666 -3.60222 5.65104
C -1.46104 -4.18336 6.90651
C -2.38110 -3.25565 3.42102
C -2.31904 -2.78241 2.31539
H -2.27375 -8.98757 7.27631
H -0.72010 -8.21644 7.59159
H -1.91507 -7.37898 6.58618
H -4.37150 -5.88413 6.61754
H -4.28590 -4.87268 4.36907
H -0.59631 -2.94633 5.38811
H -0.67446 -3.99112 7.62400

Output
calculated total energy = -83174.1152 eV
E_HOMO (spin up / spin down) = -0.3591 / -0.4211 Ha
F_max = 0.9 eV/Å
energy above the lowest of the compared OMol25 structures with the same formula, charge and spin = 43.7 kcal per mole
Kohn-Sham gap (spin up / spin down) = 5.00 / 6.68 eV
multiplicity = 2
net charge = +2
M = 912.0 g mol⁻¹


# C46H46FN5O6SSr

C46H46FN5O6SSr as an isolated structure (the ωB97M-V functional and the def2-TZVPD basis, the OMol25 dataset).

Positions of all 106 atoms, in Å:
Sr 0.47246 0.78420 0.41837
O -0.46059 0.82156 -1.76703
C -0.96010 -0.01909 -2.61248
C -1.40059 0.41300 -3.89229
C -2.00216 -0.44782 -4.78077
C -2.20422 -1.79622 -4.46350
C -1.76709 -2.25278 -3.23719
C -1.13826 -1.40496 -2.32293
C -0.60864 -1.93548 -1.07185
N -0.93331 -3.04346 -0.54440
C -0.29961 -3.46276 0.68813
C 0.64543 -2.51299 1.44150
N -0.00112 -1.29023 1.93067
C -0.77961 -1.41816 2.93348
C -1.60004 -0.40627 3.58035
C -2.31271 -0.83811 4.71104
C -3.16230 -0.01974 5.41965
C -3.33018 1.29722 4.97162
C -2.65686 1.75946 3.86902
C -1.75273 0.94458 3.12123
O -1.12870 1.44521 2.12293
H -1.25527 1.45806 -4.13819
H -2.32796 -0.07073 -5.74463
H -2.68288 -2.46524 -5.16669
H -1.89344 -3.29247 -2.95570
H 0.17532 -1.33058 -0.61743
H 0.26312 -4.38032 0.47733
H -1.09964 -3.75399 1.37876
H 1.48944 -2.22982 0.80623
H 1.05575 -3.08795 2.28091
H -0.86820 -2.41000 3.40183
H -2.18314 -1.86922 5.02607
H -3.70146 -0.39022 6.28102
H -4.01397 1.95923 5.49320
H -2.79988 2.77257 3.51072
C 5.56183 3.50047 5.26604
C 5.38506 4.45795 4.09550
N 4.25872 4.10292 3.23864
C 4.46954 3.20542 2.22614
C 3.51858 2.72622 1.39430
C 3.85855 1.53084 0.50641
O 4.96107 1.52743 -0.03680
O 2.97870 0.61962 0.52641
C 2.20648 3.30557 1.45856
O 1.30977 3.14690 0.62946
C 1.93903 4.11156 2.66215
C 0.61206 4.42648 2.94821
C 0.31727 5.11282 4.09102
F -0.96537 5.45666 4.34864
C 1.31062 5.46772 5.00700
C 2.62959 5.15985 4.72091
C 2.96641 4.48096 3.54098
N 1.01731 6.09894 6.25597
C -0.23087 5.77837 6.93640
C -0.12471 6.31941 8.37559
N 1.32910 6.55260 8.66309
C 1.85037 7.70531 7.84775
C 1.34783 7.50542 6.40499
H 6.42075 3.79362 5.87071
H 5.73133 2.48681 4.90304
H 4.67692 3.47990 5.90351
H 6.27557 4.45402 3.46859
H 5.25225 5.48670 4.43295
H 5.48955 2.85644 2.11376
H -0.16780 4.10001 2.26972
H 3.38157 5.39674 5.46162
H -0.35881 4.69637 6.93724
H -1.11373 6.21847 6.46915
H -0.52123 5.62568 9.11263
H -0.61763 7.28227 8.49623
H 1.83229 5.71966 8.34515
H 1.50378 6.69282 9.65607
H 2.93608 7.67470 7.91630
H 1.48510 8.62285 8.30459
H 2.13042 7.77923 5.70259
H 0.48249 8.15063 6.20594
O 2.02677 -1.22081 -1.99362
S 3.46513 -1.45714 -2.30785
C 3.44156 -2.71981 -3.63268
C 2.61517 -3.92927 -3.32016
C 3.21209 -5.18392 -3.21784
C 2.46021 -6.30139 -2.88527
C 1.09921 -6.17297 -2.64179
C 0.49421 -4.92860 -2.75294
C 1.24255 -3.81345 -3.10209
C 4.11380 -2.50260 -0.96921
C 5.53227 -2.92450 -1.22518
C 6.54136 -1.96804 -1.33979
C 7.84456 -2.36025 -1.61002
C 8.16053 -3.70391 -1.76108
C 7.16402 -4.66024 -1.63290
C 5.85806 -4.27040 -1.36998
H 4.48280 -2.97067 -3.84441
H 3.03924 -2.16316 -4.48132
H 4.27491 -5.28349 -3.40612
H 2.93757 -7.27119 -2.81589
H 0.51090 -7.04183 -2.37375
H -0.56422 -4.80911 -2.55665
H 0.76379 -2.84746 -3.19011
H 3.43834 -3.35326 -0.85852
H 4.02099 -1.83685 -0.11076
H 6.29594 -0.92384 -1.19421
H 8.61941 -1.60883 -1.70020
H 9.17903 -4.00469 -1.97333
H 7.40177 -5.71161 -1.73872
H 5.07943 -5.01694 -1.26791

Output
calculated total energy = -82573.7248 eV
E_HOMO = -0.2048 Ha
F_max = 0.6 eV/Å
energy above the lowest of the compared OMol25 structures with the same formula, charge and spin = 40.1 kcal per mole
Kohn-Sham gap = 3.69 eV
multiplicity = 1
net charge = 0
M = 903.6 g mol⁻¹


# C46H47As2CrN7O11SSe2

C46H47As2CrN7O11SSe2 as an isolated structure in a non-equilibrium geometry (the ωB97M-V functional and the def2-TZVPD basis, the OMol25 dataset).

Positions of all 117 atoms, in Å:
Cr -0.01352 -0.29585 0.29617
O -2.62837 -1.37135 -4.91689
C -3.58714 -0.35330 -4.79588
C -4.00504 -0.03783 -3.34322
C -5.33887 0.72693 -3.36650
O -5.69260 1.27568 -2.10921
C -4.23761 -1.36135 -2.59363
Se -2.56559 -1.98480 -1.75562
C -2.93099 0.84262 -2.66739
Se -2.38547 0.13133 -0.85259
H -1.80047 -1.09962 -4.49495
H -4.45981 -0.72534 -5.34302
H -3.25218 0.57481 -5.27999
H -6.12835 0.04625 -3.71869
H -5.28009 1.56474 -4.06952
H -5.28377 0.73779 -1.41876
H -4.57568 -2.13390 -3.28460
H -4.97194 -1.24549 -1.79339
H -3.31153 1.84897 -2.49562
H -2.04282 0.92242 -3.28723
C 2.22077 2.44754 -0.12078
C 2.08050 2.24403 1.38618
As 0.20392 1.64809 1.74197
C 0.19183 1.06652 3.55841
C 0.52142 -0.39999 3.77140
C 0.72155 -0.68926 5.23182
C 0.18807 0.09191 6.19333
C -0.48775 1.31141 5.88483
C -0.42935 1.77494 4.58242
C -0.52092 3.46908 1.86650
C 0.04213 4.42041 2.71448
C -0.46693 5.70770 2.76506
C -1.54412 6.06300 1.96298
C -2.10963 5.12544 1.11365
C -1.59941 3.83534 1.06711
As 2.00347 0.71244 -1.02541
C 3.64703 -0.19009 -0.40430
C 4.71562 0.45820 0.20666
C 5.86418 -0.23399 0.56325
C 5.96531 -1.59401 0.31366
C 4.91600 -2.25072 -0.31189
C 3.77133 -1.55425 -0.66856
C 2.90691 1.13107 -2.74033
C 3.41248 0.08544 -3.51124
C 3.91932 0.31686 -4.77888
C 3.94742 1.60742 -5.28805
C 3.47991 2.65813 -4.51565
C 2.95887 2.42221 -3.25222
H 3.16932 2.91988 -0.39120
H 1.40980 3.08476 -0.48847
H 2.30650 3.16095 1.93344
H 2.76215 1.46498 1.72800
H -0.28565 -1.04924 3.39475
H 1.25163 -1.60488 5.45922
H 0.29529 -0.19752 7.23553
H -0.94800 1.90188 6.66752
H -0.82579 2.76340 4.36787
H 0.87967 4.13932 3.34228
H -0.02348 6.43725 3.43178
H -1.93058 7.07469 1.99413
H -2.94718 5.39875 0.48434
H -2.02586 3.09859 0.39424
H 4.66476 1.52263 0.40613
H 6.68130 0.29227 1.04253
H 6.86022 -2.13525 0.59703
H 4.97833 -3.31226 -0.52047
H 2.95283 -2.09131 -1.12907
H 3.37738 -0.92803 -3.13259
H 4.25883 -0.51345 -5.38635
H 4.31911 1.78742 -6.28897
H 3.48889 3.66592 -4.91056
H 2.54157 3.24169 -2.68133
N 2.64315 -4.11409 2.07908
N 2.19350 -2.81706 2.17086
N 2.32161 -2.11593 3.27360
C 1.74386 -0.84276 2.91104
N 1.35198 -1.02000 1.48351
N 1.69534 -2.26119 1.13488
H 3.64537 -4.12941 2.23598
H 2.42029 -4.41544 1.13490
H 2.51086 -0.04900 3.03295
C -3.40979 -2.80786 7.66685
C -3.09573 -2.52818 6.22020
C -3.11403 -1.22706 5.72916
C -2.84709 -0.96916 4.39520
C -2.53570 -2.01702 3.54745
C -2.51341 -3.31967 4.01640
C -2.79287 -3.57092 5.34937
S -2.26895 -1.74965 1.80261
O -1.29717 -2.71360 1.35795
O -3.59538 -1.83796 1.23109
O -1.71260 -0.35977 1.69080
H -3.15801 -1.94778 8.28698
H -2.85166 -3.67386 8.02380
H -4.47501 -3.01930 7.79373
H -3.32316 -0.40346 6.40045
H -2.84570 0.04240 4.01118
H -2.26435 -4.11557 3.32724
H -2.76633 -4.58724 5.72614
O 1.30289 -3.48923 -1.96073
C 0.60976 -2.48152 -2.02014
O 0.04206 -1.91505 -1.00827
C 0.39706 -1.78746 -3.37015
C -0.12757 -0.50577 -3.34919
C -0.14694 0.32622 -4.48539
C 0.23322 -0.21336 -5.71348
C 0.69412 -1.52327 -5.74194
C 0.82063 -2.31112 -4.58560
N 1.14730 -2.05348 -6.99462
O 1.01472 -1.38182 -8.00845
O 1.66626 -3.16049 -7.01067
N -0.42205 1.67349 -4.28988
O -0.45707 2.10092 -3.07310
O -0.60093 2.44375 -5.27689
H -0.55296 -0.10971 -2.45224
H 0.23697 0.38949 -6.60763
H 1.24442 -3.30116 -4.65071

Output
calculated total energy = -373035.9090 eV
E_HOMO (spin up / spin down) = -0.0321 / -0.0380 Ha
F_max = 2.9 eV/Å
Kohn-Sham gap (spin up / spin down) = 4.33 / 4.83 eV
multiplicity = 5
net charge = -2
M = 1265.7 g mol⁻¹


# C46H47GeN4O5S2Tc

C46H47GeN4O5S2Tc as an isolated structure in a non-equilibrium geometry (the ωB97M-V functional and the def2-TZVPD basis, the OMol25 dataset).

Positions of all 106 atoms, in Å:
Tc -8.97910 -19.67363 8.10815
C -5.76619 -19.62350 6.52987
C -6.84378 -20.25347 7.37289
C -7.67495 -21.28627 6.94413
C -8.49755 -22.04974 7.81585
C -9.45356 -23.12572 7.29116
C -8.36172 -21.89251 9.18981
C -7.51191 -20.89362 9.72971
C -7.32924 -20.81400 11.20444
C -6.97326 -19.94958 8.80863
H -6.02613 -18.62263 6.25270
H -5.56761 -20.29778 5.68670
H -4.85539 -19.55523 7.13051
H -7.50904 -21.54257 5.88759
H -10.38126 -23.08694 7.86063
H -8.98554 -24.10218 7.44509
H -9.72548 -23.02698 6.24379
H -8.98316 -22.47684 9.84256
H -7.74751 -21.68776 11.64804
H -7.88053 -19.99830 11.62179
H -6.30719 -20.70190 11.56797
H -6.40525 -19.07931 9.15572
O -13.85863 -21.22021 5.73171
C -14.09064 -20.96083 7.07776
C -15.43001 -21.02434 7.52465
C -15.71706 -20.92432 8.89429
C -14.65678 -20.87294 9.82353
C -13.38085 -20.75951 9.34214
C -13.04264 -20.78267 7.97233
C -11.68588 -20.49591 7.53690
O -10.87615 -20.09335 8.52354
N -11.28611 -20.49521 6.33658
N -10.00004 -20.02433 6.15241
C -9.64814 -19.97414 4.91315
S -10.80625 -20.32663 3.64366
C -9.63747 -20.40356 2.30768
C -8.49745 -19.39216 2.54302
S -8.06268 -19.46664 4.29389
H -14.69863 -21.30457 5.25685
H -16.25856 -21.31333 6.86049
H -16.71991 -20.97522 9.28766
H -14.74966 -20.88491 10.91213
H -12.52314 -20.69656 10.02859
H -10.16629 -20.20788 1.39184
H -9.25277 -21.41519 2.19151
H -8.78335 -18.36720 2.33258
H -7.57420 -19.62885 2.03586
C -6.91014 -16.52780 11.09528
C -8.19214 -15.64413 11.03882
C -9.51138 -16.42596 11.00681
C -10.68052 -15.44223 10.73316
C -12.01790 -16.08248 10.52574
C -9.75446 -17.18157 12.23430
O -9.58739 -16.73194 13.32037
N -10.31042 -18.42481 12.03791
C -10.06073 -19.32798 11.01671
O -10.25634 -20.51772 11.13011
N -9.53775 -18.67663 9.86234
C -9.37531 -17.37344 9.84530
O -8.96275 -16.82893 8.72349
H -6.02187 -15.92997 11.22087
H -6.84815 -17.12161 10.18992
H -7.10390 -17.34838 11.85457
H -8.25687 -14.97034 10.17040
H -8.28331 -15.07323 11.98295
H -10.36826 -14.86761 9.88486
H -10.65926 -14.80763 11.61884
H -11.94829 -16.81971 9.75286
H -12.68431 -15.25390 10.24359
H -12.54624 -16.60913 11.32298
H -10.68286 -18.85138 12.88351
C -9.00246 -17.79091 7.60590
Ge -9.09226 -16.57877 6.09073
C -10.38728 -17.02265 4.77079
C -11.62350 -17.57965 5.10088
C -12.61468 -17.74046 4.09806
C -12.44536 -17.23335 2.80825
C -11.26252 -16.64894 2.50624
C -10.24515 -16.48821 3.48657
C -9.78996 -14.95697 6.76653
C -11.08716 -14.74206 7.13290
C -11.47055 -13.56388 7.65389
C -10.56979 -12.49784 7.75502
C -9.27155 -12.68252 7.36003
C -8.82665 -13.94992 6.96325
C -7.21120 -16.39106 5.82445
C -6.31458 -16.10641 6.87929
C -4.95302 -16.09132 6.65080
C -4.45911 -16.35276 5.39287
C -5.31830 -16.62785 4.37540
C -6.74633 -16.67458 4.56741
H -11.76817 -18.01080 6.09408
H -13.48379 -18.29082 4.34620
H -13.26352 -17.31561 2.09322
H -11.08161 -16.23308 1.51841
H -9.37281 -15.90305 3.19860
H -11.83888 -15.55046 6.95687
H -12.45491 -13.37131 8.09583
H -10.95060 -11.61350 8.14740
H -8.55567 -11.86004 7.35972
H -7.79865 -14.04199 6.70929
H -6.61109 -15.84980 7.87567
H -4.28889 -15.85098 7.45970
H -3.37831 -16.20866 5.17484
H -4.93404 -16.73478 3.36116
H -7.37386 -17.03097 3.77937

Output
calculated total energy = -145033.0831 eV
E_HOMO (spin up / spin down) = -0.4753 / -0.4753 Ha
F_max = 3.2 eV/Å
Kohn-Sham gap (spin up / spin down) = 6.54 / 6.54 eV
multiplicity = 1
net charge = +2
M = 970.6 g mol⁻¹